A molecular structure, C6H9BrCdO3, computed with wB97M-V/def2-TZVPD.

Values from the calculation:
* gap between HOMO and LUMO: 5.92 eV
* LUMO energy: -12.452 eV
* multiplicity: 1
* M: 321.45 g mol⁻¹
* E_HOMO: -18.37 eV
* DFT total energy: -87095.63437 eV
* total charge: +2

Positions of all 20 atoms, in Å:
Cd (-1.7839, 1.9719, 1.4750)
Br (0.6441, 1.8777, -2.1084)
O (-2.1858, -0.9780, 0.8287)
O (-2.0017, 0.2570, -0.9873)
O (-3.4306, 0.8836, 0.6282)
C (0.2692, 0.9100, -0.5215)
C (-0.6511, -0.2956, -0.8209)
C (-2.6213, 0.0479, 0.1514)
C (2.2048, -0.6880, -0.0357)
C (-0.8324, -1.2794, 0.3510)
C (1.5092, 0.6375, 0.3320)
H (-0.4503, 1.7606, 0.0093)
H (-0.4045, -0.7672, -1.7679)
H (2.0620, -1.4596, 0.7194)
H (1.2504, 0.6708, 1.3948)
H (3.2762, -0.5281, -0.1253)
H (-0.1661, -1.0686, 1.1864)
H (1.8749, -1.0857, -0.9986)
H (-0.7579, -2.3356, 0.1112)
H (2.1947, 1.4687, 0.1783)